This record from OMol25 describes a molecular structure, C60H53GeN8NaO3 in a non-equilibrium geometry. The level of theory is wB97M-V/def2-TZVPD.

```
126
C60H53GeN8NaO3 wB97M-V/def2-TZVPD
Na -0.560 -1.324 2.439
C -4.203 -2.113 2.348
C -3.958 -3.579 1.986
C -2.921 -3.764 0.917
C -3.168 -4.652 -0.129
C -2.205 -4.818 -1.107
C -1.032 -4.086 -1.011
C -0.878 -3.229 0.070
N -1.793 -3.079 1.012
N -3.225 -1.534 3.245
C -3.261 -2.155 4.556
C -2.351 -3.351 4.637
C -2.723 -4.504 5.328
C -1.825 -5.554 5.403
C -0.590 -5.420 4.790
C -0.319 -4.234 4.123
N -1.170 -3.229 4.052
C -3.419 -0.095 3.285
C -2.461 0.612 4.197
C -2.857 1.728 4.931
C -1.935 2.345 5.759
C -0.655 1.824 5.831
C -0.354 0.713 5.058
N -1.231 0.131 4.260
H -5.220 -2.037 2.787
H -4.190 -1.525 1.430
H -4.902 -4.010 1.641
H -3.649 -4.127 2.877
H -4.101 -5.197 -0.171
H -2.371 -5.504 -1.925
H -0.257 -4.184 -1.756
H 0.011 -2.632 0.194
H -4.287 -2.439 4.853
H -2.888 -1.434 5.287
H -3.697 -4.581 5.789
H -2.084 -6.460 5.932
H 0.141 -6.212 4.835
H 0.625 -4.073 3.626
H -4.454 0.167 3.578
H -3.242 0.276 2.271
H -3.866 2.106 4.859
H -2.220 3.211 6.341
H 0.094 2.263 6.471
H 0.628 0.267 5.053
C -0.183 9.211 -7.534
O -1.296 8.351 -7.492
C -1.438 7.536 -6.416
C -2.512 6.644 -6.466
C -2.711 5.734 -5.455
C -1.852 5.693 -4.353
C -0.807 6.615 -4.288
C -0.600 7.528 -5.302
C -1.976 4.694 -3.318
N -1.235 4.636 -2.233
C -1.584 3.486 -1.598
C -2.579 2.828 -2.322
N -2.825 3.620 -3.407
C -3.068 1.551 -1.970
C -4.049 0.858 -2.692
C -4.387 -0.415 -2.299
C -3.742 -0.953 -1.182
N -2.847 -0.310 -0.471
C -2.486 0.923 -0.834
C -1.452 1.593 -0.071
N -0.900 0.929 0.952
C 0.099 1.482 1.595
C 0.608 2.753 1.303
C 0.033 3.472 0.283
C -1.012 2.887 -0.440
H -0.227 9.706 -8.503
H 0.757 8.655 -7.452
H -0.230 9.965 -6.741
H -3.168 6.670 -7.323
H -3.541 5.048 -5.531
H -0.151 6.584 -3.433
H 0.226 8.218 -5.226
H -3.498 3.445 -4.133
H -4.511 1.318 -3.556
H -5.133 -0.986 -2.832
H -3.970 -1.964 -0.865
H 0.546 0.886 2.374
H 1.452 3.132 1.859
H 0.372 4.450 -0.021
O 1.832 -0.777 3.699
C 2.006 -1.484 2.705
O 1.329 -1.427 1.649
C 3.131 -2.537 2.746
C 3.256 -3.220 1.406
Ge 3.581 -1.866 -0.041
C 2.465 -0.365 -0.735
C 2.883 0.948 -0.591
C 2.285 1.961 -1.317
C 1.248 1.675 -2.188
C 0.779 0.376 -2.287
C 1.393 -0.635 -1.573
C 3.815 -2.846 -1.762
C 3.574 -4.201 -1.937
C 3.665 -4.787 -3.189
C 4.005 -4.021 -4.290
C 4.250 -2.667 -4.133
C 4.151 -2.093 -2.881
C 5.327 -1.002 0.413
C 6.479 -1.189 -0.341
C 7.669 -0.566 -0.003
C 7.732 0.252 1.112
C 6.594 0.453 1.873
C 5.406 -0.164 1.522
H 2.891 -3.242 3.545
H 4.062 -2.040 3.025
H 2.346 -3.776 1.182
H 4.100 -3.914 1.402
H 3.702 1.171 0.079
H 2.644 2.976 -1.223
H 0.805 2.461 -2.785
H -0.046 0.141 -2.948
H 1.057 -1.656 -1.701
H 3.308 -4.808 -1.082
H 3.462 -5.842 -3.314
H 4.074 -4.474 -5.269
H 4.505 -2.059 -4.990
H 4.330 -1.033 -2.757
H 6.441 -1.833 -1.209
H 8.551 -0.711 -0.610
H 8.661 0.734 1.385
H 6.631 1.098 2.739
H 4.518 0.006 2.116
```

Properties
electronic energy: -142080.0647 eV
multiplicity: 1
ΔE to the lowest compared entry with this formula, charge and spin: 14.14 kcal per mole
largest force on an atom: 1.54 eV Å⁻¹
LUMO: 0.26 eV
gap between HOMO and LUMO: 0.2861 Ha